1.
DFT (ωB97M-V with the def2-TZVPD basis set) results for a molecular structure, C16H17N2Pm in a non-equilibrium geometry.

The value obtained for the gap between HOMO and LUMO (spin up / spin down) is 7.8 / 7.9 eV. The electronic energy comes out at -36386.8003 eV. The HOMO energy (spin up / spin down) comes out at -15.5 / -15.5 eV. The largest force on an atom is 2.0 eV Å⁻¹.

The geometry in ORCA input format:
```
! RIJCOSX wB97M-V def2-TZVPD def2/J DEFGRID3
* xyz 2 5
C -4.026 1.875 -2.022
C -3.166 2.907 -2.054
H -4.643 1.679 -1.136
H -4.152 1.189 -2.870
H -2.511 3.100 -2.913
H -3.105 3.622 -1.225
Pm 0.168 -0.709 -1.157
C -0.581 -1.976 -3.230
C -0.836 -0.589 -3.484
C 1.457 -0.879 -3.353
C 0.838 -2.154 -3.148
H -1.812 -0.127 -3.628
H 0.552 1.146 -3.800
H 2.532 -0.699 -3.390
C 0.422 0.090 -3.559
H 1.371 -3.091 -2.971
H -1.339 -2.759 -3.183
N -1.174 0.261 0.848
C -0.388 0.347 2.070
C -0.816 1.001 3.211
C 0.028 1.016 4.345
C 1.280 0.415 4.330
C 1.748 -0.257 3.165
C 3.025 -0.841 3.020
C 3.415 -1.392 1.811
C 2.518 -1.418 0.739
N 1.247 -0.951 0.891
C 0.862 -0.314 2.053
H -1.822 -0.532 0.921
H -1.795 1.062 0.721
H -1.797 1.481 3.237
H -0.314 1.508 5.255
H 1.933 0.441 5.208
H 3.700 -0.832 3.875
H 4.411 -1.809 1.677
H 2.772 -1.813 -0.254
*
```

Here are the Mulliken charges for atoms 1 to 4, given in e: -0.557 -0.534 0.283 0.283


2.
DFT (ωB97M-V with the def2-TZVPD basis set) results for a molecular structure, C4H6O2S2 in a non-equilibrium geometry.

The value obtained for the gap between HOMO and LUMO is 7.4 eV. The electronic energy comes out at -30003.8372 eV. The value obtained for the relative energy (zero: lowest compared OMol25 entry of this formula, charge and spin) is 727.9 kJ/mol. The HOMO energy comes out at -9.4 eV. The largest force on an atom is 4.7 eV Å⁻¹.

The geometry in ORCA input format:
```
! RIJCOSX wB97M-V def2-TZVPD def2/J DEFGRID3
* xyz 0 1
C -1.795 -1.720 0.961
C 1.111 -0.417 0.802
C 0.591 1.579 -0.742
C 0.999 0.085 -0.611
O -3.558 -1.663 -0.869
O -0.157 -0.858 2.951
S -2.499 -0.914 -0.286
S -0.381 -0.728 1.499
H 2.044 -0.543 1.266
H -0.230 1.539 -1.583
H 1.404 2.280 -0.918
H 0.113 1.898 0.095
H 1.989 -0.040 -1.279
H 0.368 -0.499 -1.285
*
```

Here are the Mulliken charges for atoms 1 to 4, given in e: -0.255 -0.313 -0.850 -0.537


3.
DFT (ωB97M-V with the def2-TZVPD basis set) results for a molecular structure, C52H64ClGeN2PPdS2Sb in a non-equilibrium geometry.

The value obtained for the gap between HOMO and LUMO (spin up / spin down) is 6.1 / 6.0 eV. The electronic energy comes out at -167945.7163 eV. The HOMO energy (spin up / spin down) comes out at -12.3 / -12.7 eV. The largest force on an atom is 1.2 eV Å⁻¹.

The geometry in ORCA input format:
```
! RIJCOSX wB97M-V def2-TZVPD def2/J DEFGRID3
* xyz 2 2
Pd 0.434 -1.060 -0.334
C 0.325 5.101 2.533
C 0.024 3.979 3.522
C 1.330 3.339 3.984
C -0.756 4.508 4.727
Sb -1.178 2.500 2.452
C -1.995 1.052 3.863
C -3.164 1.674 4.628
C -0.887 0.645 4.832
C -2.456 -0.170 3.070
C -2.793 3.536 1.376
C -2.178 4.084 0.087
C -3.386 4.663 2.218
C -3.876 2.517 1.025
H 0.974 5.832 3.025
H -0.572 5.632 2.215
H 0.850 4.738 1.649
H 1.938 4.121 4.450
H 1.898 2.919 3.154
H 1.178 2.558 4.728
H -0.139 5.260 5.227
H -0.960 3.726 5.459
H -1.695 4.986 4.453
H -2.863 2.546 5.209
H -3.550 0.930 5.331
H -3.989 1.961 3.977
H -0.597 1.464 5.491
H 0.005 0.278 4.319
H -1.263 -0.163 5.467
H -3.192 0.080 2.303
H -2.930 -0.875 3.760
H -1.612 -0.685 2.602
H -1.372 4.795 0.272
H -2.957 4.603 -0.479
H -1.787 3.283 -0.545
H -2.672 5.461 2.413
H -3.784 4.310 3.170
H -4.218 5.103 1.659
H -3.485 1.679 0.445
H -4.629 3.015 0.406
H -4.388 2.124 1.902
S 1.224 0.560 -1.751
P 2.235 1.254 -0.108
S 1.181 0.645 1.519
C 2.506 3.028 -0.120
C 1.853 3.852 -1.031
C 2.087 5.221 -1.011
C 2.970 5.758 -0.086
C 3.621 4.935 0.827
C 3.391 3.569 0.815
C 3.871 0.501 -0.046
C 4.884 1.043 -0.836
C 6.135 0.448 -0.853
C 6.378 -0.678 -0.077
C 5.371 -1.215 0.712
C 4.113 -0.632 0.726
H 1.182 3.423 -1.767
H 1.593 5.863 -1.728
H 3.161 6.823 -0.078
H 4.316 5.358 1.540
H 3.918 2.924 1.509
H 4.702 1.928 -1.435
H 6.924 0.869 -1.462
H 7.361 -1.132 -0.082
H 5.567 -2.084 1.325
H 3.326 -1.038 1.348
C -3.851 -4.933 -2.749
C -3.071 -4.603 -3.848
C -1.894 -3.884 -3.675
C -1.478 -3.476 -2.405
C -2.272 -3.823 -1.313
C -3.447 -4.543 -1.479
Ge 0.237 -2.543 -2.286
C 0.604 -1.629 -3.955
C 1.909 -1.526 -4.440
C 2.168 -0.854 -5.625
C 1.127 -0.269 -6.337
C -0.174 -0.368 -5.867
C -0.432 -1.048 -4.684
C 1.662 -3.748 -1.707
C 2.920 -3.255 -1.351
C 3.910 -4.111 -0.891
C 3.657 -5.474 -0.777
C 2.411 -5.975 -1.127
C 1.420 -5.115 -1.585
H -4.766 -5.497 -2.880
H -3.371 -4.911 -4.840
H -1.296 -3.649 -4.546
H -1.997 -3.496 -0.319
H -4.054 -4.798 -0.618
H 2.730 -1.981 -3.900
H 3.181 -0.792 -5.999
H 1.331 0.252 -7.263
H -0.990 0.069 -6.430
H -1.456 -1.151 -4.345
H 3.137 -2.194 -1.433
H 4.883 -3.715 -0.634
H 4.435 -6.143 -0.433
H 2.220 -7.040 -1.068
H 0.456 -5.523 -1.874
C 1.391 -5.249 2.534
N 0.284 -4.930 1.629
C -0.534 -6.036 1.124
C 0.096 -3.713 1.230
N -0.077 -2.619 0.881
H 2.089 -5.918 2.029
H 1.003 -5.731 3.430
H 1.910 -4.336 2.812
H 0.108 -6.753 0.613
H -1.273 -5.659 0.422
H -1.038 -6.524 1.957
Cl -5.062 0.203 -5.258
C -4.026 0.154 -3.893
C -4.225 -0.830 -2.925
C -3.389 -0.874 -1.834
C -2.336 0.050 -1.702
C -1.523 0.096 -0.539
C -2.160 1.033 -2.698
C -3.009 1.100 -3.779
H -5.035 -1.537 -3.039
H -3.552 -1.611 -1.061
H -1.808 -0.428 0.366
H -0.955 0.995 -0.361
H -1.342 1.737 -2.603
H -2.890 1.852 -4.546
*
```

Here are the Mulliken charges for atoms 1 to 4, given in e: 0.966 -1.700 1.853 -1.360


4.
DFT (ωB97M-V with the def2-TZVPD basis set) results for a molecular structure, C17H24LiN5O8S2.

The value obtained for the gap between HOMO and LUMO (spin up / spin down) is 4.4 / 5.2 eV. The electronic energy comes out at -63720.6124 eV. The HOMO energy (spin up / spin down) comes out at -0.2 / -1.0 eV. The largest force on an atom is 0.8 eV Å⁻¹.

The geometry in ORCA input format:
```
! RIJCOSX wB97M-V def2-TZVPD def2/J DEFGRID3
* xyz -2 1
Li 0.041 -0.024 0.052
C -3.353 1.154 2.664
O -2.304 0.328 3.170
C -1.235 0.238 2.361
O -1.112 0.882 1.340
N -0.309 -0.613 2.883
N 0.627 -1.069 1.928
H -4.093 1.203 3.459
H -3.786 0.701 1.772
H -2.979 2.147 2.421
H -0.727 -1.323 3.471
H 0.159 -1.835 1.428
H 1.441 -1.431 2.406
S 2.968 0.736 -1.710
C 3.504 -0.886 -1.252
N 4.273 -1.535 -2.248
C 3.426 -2.505 -2.957
C 2.711 -3.287 -1.864
S 2.420 -2.071 -0.534
H 4.695 -0.850 -2.865
H 4.042 -3.162 -3.576
H 2.687 -2.002 -3.592
H 3.336 -4.100 -1.493
H 1.757 -3.687 -2.205
O -1.644 -2.260 0.918
C -1.664 -2.062 -0.320
O -0.994 -1.179 -0.921
C -2.544 -2.960 -1.173
C -2.352 -2.984 -2.558
C -3.166 -3.838 -3.283
C -4.150 -4.638 -2.746
C -4.341 -4.587 -1.351
C -3.513 -3.746 -0.578
N -5.329 -5.358 -0.765
O -5.506 -5.288 0.495
O -6.037 -6.119 -1.508
N -2.969 -3.898 -4.764
O -3.661 -4.662 -5.411
O -2.121 -3.180 -5.259
H -1.604 -2.363 -3.021
H -4.765 -5.286 -3.346
H -3.644 -3.725 0.493
C 3.598 1.575 1.455
C 2.643 2.360 0.547
C 1.537 2.957 1.417
C 3.432 3.520 -0.092
C 2.015 1.443 -0.485
H 4.116 2.233 2.166
H 4.349 1.051 0.858
H 3.037 0.821 2.012
H 1.957 3.639 2.166
H 0.988 2.167 1.930
H 0.822 3.516 0.808
H 3.847 4.201 0.662
H 2.778 4.089 -0.756
H 4.258 3.128 -0.690
H 0.989 1.650 -0.772
*
```

Here are the Mulliken charges for atoms 1 to 4, given in e: 1.098 -0.671 -0.436 0.848


The highest electronic energy belongs to which entry?
C4H6O2S2